No. 1
DFT (ωB97M-V/def2-TZVPD) results for a cluster of 7 separate species, C14H21N7 in total in a non-equilibrium geometry.

Computed properties:
ΔE to the lowest compared entry with this formula, charge and spin: 3.52 kcal/mol
net charge: -1
multiplicity: 2

CARTESIAN COORDINATES (ANGSTROEM)
C: 3.8503 2.0276 -1.8039
C: 3.2768 2.3303 -3.1252
N: 2.8895 2.6543 -4.1607
H: 4.4658 2.8284 -1.3940
H: 4.5364 1.1817 -1.8470
H: 3.0250 1.9131 -1.1013
C: 1.4169 4.8734 -0.6978
C: 1.6611 6.0487 0.1581
N: 1.9347 6.9495 0.8238
H: 1.3067 5.1094 -1.7562
H: 0.5029 4.4152 -0.3199
H: 2.2659 4.2365 -0.4493
C: -0.2859 -0.5280 0.5410
C: 0.5100 0.6199 0.2241
N: 1.1043 1.5210 -0.0315
H: 0.2281 -1.1762 1.2508
H: -0.4301 -1.0124 -0.4248
H: -1.2342 -0.2866 1.0210
C: 0.9231 -5.8079 -1.6782
C: 0.8183 -4.4815 -1.0576
N: 0.6688 -3.4733 -0.5134
H: 0.2746 -6.4647 -1.0985
H: 1.9480 -6.1447 -1.8341
H: 0.4201 -5.8395 -2.6447
C: 0.3786 -3.5436 3.3673
C: -0.8889 -3.0238 2.7967
N: -1.8843 -2.6326 2.3664
H: 1.2532 -3.3600 2.7432
H: 0.2854 -4.6154 3.5425
H: 0.5333 -3.0595 4.3315
C: -1.8270 2.5957 1.1950
C: -1.3423 1.9929 2.4737
N: -0.9734 1.5157 3.4913
H: -1.0019 2.7702 0.5045
H: -2.3880 3.5123 1.3770
H: -2.5973 2.0838 0.6183
C: -4.0881 -1.2238 -0.7734
C: -4.6248 -0.4775 -1.9090
N: -5.0906 0.0770 -2.8339
H: -4.8342 -1.3496 0.0112
H: -3.3306 -0.5671 -0.3454
H: -3.6562 -2.1891 -1.0375

No. 2
DFT (ωB97M-V/def2-TZVPD) results for an isolated molecule of C2H4N2 in a non-equilibrium geometry.

Computed properties:
ΔE to the lowest compared entry with this formula, charge and spin: 29.52 kcal/mol
multiplicity: 3

CARTESIAN COORDINATES (ANGSTROEM)
C: -0.0815 0.9617 0.0130
C: 0.1424 -0.8986 -0.0629
N: -1.0406 -0.1787 -0.0890
N: 1.0428 0.1345 -0.1062
H: -0.1175 1.6150 -0.8401
H: -0.3663 1.6526 0.8918
H: 0.1186 -1.3697 0.9000
H: 0.3021 -1.9168 -0.7067

No. 3
DFT (ωB97M-V/def2-TZVPD) results for an isolated molecule of C4H8N2 in a non-equilibrium geometry.

Computed properties:
ΔE to the lowest compared entry with this formula, charge and spin: 18.88 kcal/mol
multiplicity: 1
SMILES: CN(C)CC#N

CARTESIAN COORDINATES (ANGSTROEM)
C: -0.6966 -1.2246 0.8173
N: -0.1497 0.0578 0.4202
C: 1.3008 0.0907 0.4748
C: -0.6181 0.4371 -0.8970
C: -0.3696 1.8702 -1.1368
N: -0.1564 2.9949 -1.3023
H: -0.4452 -2.0470 0.1207
H: -1.7863 -1.1453 0.8930
H: -0.3064 -1.4829 1.8056
H: 1.6459 1.1059 0.2528
H: 1.7708 -0.6047 -0.2492
H: 1.6392 -0.1693 1.4820
H: -1.6964 0.2574 -0.9716
H: -0.1320 -0.1400 -1.7096

No. 4
DFT (ωB97M-V/def2-TZVPD) results for a structure of composition C23H30KN6O2S3Se.

Computed properties:
net charge: -1
multiplicity: 1
total energy: -5569.5489 Eh

CARTESIAN COORDINATES (ANGSTROEM)
K: 0.4527 0.2919 -0.2943
O: -1.1586 2.0028 -4.5901
C: -2.3807 1.4706 -4.7547
C: -3.1431 1.8924 -5.8491
C: -4.4050 1.3746 -6.0573
C: -4.9366 0.4276 -5.1859
C: -4.1821 0.0108 -4.1053
C: -2.9037 0.5139 -3.8661
C: -2.1037 0.0605 -2.6855
O: -0.9514 0.5755 -2.5129
N: -2.6941 -0.8376 -1.9101
N: -1.8902 -1.2090 -0.8442
C: -2.4365 -2.0461 -0.0698
S: -1.6228 -2.5817 1.4010
C: -2.6361 -4.0722 1.5589
C: -4.0633 -3.6746 1.2225
S: -4.0521 -2.7374 -0.3315
H: -0.8071 1.5585 -3.7601
H: -2.7185 2.6295 -6.5176
H: -4.9839 1.7112 -6.9098
H: -5.9271 0.0246 -5.3506
H: -4.5657 -0.7215 -3.4074
H: -2.5336 -4.4298 2.5830
H: -2.2758 -4.8388 0.8720
H: -4.4827 -3.0644 2.0230
H: -4.6933 -4.5537 1.0820
N: 2.2368 -0.8442 2.2732
C: 1.5873 -0.2988 3.3251
N: 1.7097 1.0271 3.4561
S: 0.6399 -1.2147 4.3799
H: 2.9345 -0.2931 1.7753
H: 2.2680 -1.8479 2.2502
H: 2.2500 1.5784 2.7852
H: 1.2662 1.4501 4.2509
C: -2.6049 1.9351 0.4241
C: -3.6527 2.8396 1.1232
N: -3.1846 3.2319 2.4546
C: -1.9122 3.9384 2.3149
C: -0.8582 3.0257 1.6346
N: -1.4579 1.7256 1.3178
C: -1.9358 1.0970 2.5562
C: -2.9663 2.0224 3.2505
H: -2.2425 2.3852 -0.5031
H: -3.0227 0.9611 0.1671
H: -4.6058 2.3183 1.2386
H: -3.8409 3.7480 0.5461
H: -1.5818 4.2478 3.3099
H: -2.0885 4.8434 1.7287
H: 0.0027 2.8563 2.2827
H: -0.4875 3.4703 0.7083
H: -1.0807 0.8857 3.1986
H: -2.3774 0.1342 2.2942
H: -2.6216 2.3239 4.2429
H: -3.9280 1.5191 3.3750
Se: 3.2480 1.7631 0.4371
C: 4.7579 2.9177 0.3669
C: 5.7104 2.9340 1.3854
C: 6.8116 3.7729 1.3298
C: 6.9926 4.6246 0.2476
C: 6.0504 4.6183 -0.7734
C: 4.9519 3.7792 -0.7140
H: 5.5805 2.2719 2.2331
H: 7.5347 3.7621 2.1367
H: 7.8534 5.2792 0.2002
H: 6.1741 5.2759 -1.6259
H: 4.2216 3.7806 -1.5135

> Among the records above, which one has the highest multiplicity?

C2H4N2

> What is the formula in the fourth record?

C23H30KN6O2S3Se